Model w:
# C6H11NS

2 unconnected molecules or ions with the total composition C6H11NS (wB97M-V/def2-TZVPD, OMol25).

Output
Total charge: 0
Kohn-Sham gap (spin up / spin down): 8.15 / 8.15 eV
HOMO (spin up / spin down): -9.6 / -9.6 eV
Spin multiplicity: 1

CARTESIAN COORDINATES (ANGSTROEM)
C1 -0.4000 0.6011 -1.4666
H1 0.6277 1.8939 1.0543
H2 -1.8296 0.2791 1.5182
H3 0.2984 -1.4013 2.5305
H4 0.3665 0.2017 -2.1025
C2 -1.5805 0.7781 0.6833
S1 -0.2608 -2.1706 1.5961
C3 -0.2443 0.2983 0.0387
C4 1.0251 1.0123 0.5615
H5 -1.3562 0.1707 -1.8432
C5 -0.2111 -1.2378 0.1335
C6 2.0081 -1.7292 -0.9665
H6 -0.4960 -1.9685 -0.6237
H7 -1.6894 1.8613 0.9381
H8 -2.2931 0.3554 -0.0062
H9 1.7358 0.4001 1.2129
N1 2.9757 -2.2318 -1.3550
H10 -0.3919 1.7310 -1.5652
H11 1.7154 1.1563 -0.3382

Model x:
# C6H11NS

A single C6H11NS molecule (wB97M-V/def2-TZVPD, OMol25).

Output
Total charge: 0
Kohn-Sham gap: 9.50 eV
HOMO: -8.6 eV
Spin multiplicity: 1
SMILES: C1CN2CC[C@H](C2)S1

CARTESIAN COORDINATES (ANGSTROEM)
C1 -1.3223 -1.2441 -0.5530
C2 -1.4232 0.2865 -0.7564
H1 1.0770 2.4321 0.1314
C3 -0.1819 -1.4005 0.4734
S1 1.4767 -1.3875 -0.3143
C4 1.9861 0.4076 -0.1218
H2 -2.3805 0.8272 -0.5035
C5 -0.2729 -0.0911 1.2757
H3 -1.1552 -1.8737 -1.3995
H4 -0.2227 -2.2944 1.1443
H5 -2.1612 -1.5874 -0.0095
H6 -1.2144 -0.1535 1.8775
H7 2.7282 0.5973 -0.8668
H8 2.4446 0.6708 0.8608
H9 0.6128 0.0894 1.9222
H10 -1.0532 0.5853 -1.7797
H11 0.7619 1.6987 -1.3666
N1 -0.5224 0.9889 0.2565
C6 0.8225 1.4488 -0.2707

Model y:
# C6H11NS

A single C6H11NS molecule (wB97M-V/def2-TZVPD, OMol25).

Output
Total charge: 0
Kohn-Sham gap: 9.56 eV
HOMO: -8.6 eV
Spin multiplicity: 1
SMILES: C[C@]12CC[C@H](N)[C@H]1S2

CARTESIAN COORDINATES (ANGSTROEM)
C1 -1.2616 -0.4784 -0.5583
H1 0.4190 1.8851 -1.0856
H2 2.5170 0.4133 -1.8074
H3 0.5537 -1.1138 -1.6988
N1 2.2269 0.7602 -0.8894
H4 2.7100 1.6143 -0.6235
C2 -0.7952 -0.1118 0.8747
S1 -1.1015 1.6244 1.3096
C3 -0.0579 -0.1692 -1.5104
H5 -0.3745 0.1676 -2.5298
H6 -1.6337 -1.5233 -0.6105
C4 -0.8643 -1.1841 1.9548
H7 -0.5047 -0.7615 2.9071
H8 -1.8816 -1.6188 1.9927
H9 -0.1971 -2.0103 1.6823
H10 1.2302 0.7320 1.4246
H11 -2.1538 0.1040 -0.8384
C5 0.3826 0.7589 0.7422
C6 0.7864 0.9115 -0.7358

Most stable one: model y, least stable one: model w.

Model w:
# C3H7O2

A gas-phase ion, C3H7O2 (charge -1) (wB97M-V/def2-TZVPD, OMol25).

Output
Total charge: -1
Kohn-Sham gap: 7.21 eV
HOMO: -2.6 eV
Spin multiplicity: 1
SMILES: CO[C@H](C)[O-]

CARTESIAN COORDINATES (ANGSTROEM)
C1 1.1914 0.1809 -1.3718
C2 -0.1032 0.1431 -0.5394
H1 -1.5965 -0.2295 1.3243
H2 -0.7644 -0.6368 -1.0107
H3 0.8768 0.1986 -2.4205
H4 -0.4814 -0.7885 2.5766
C3 -0.7528 -0.9034 1.5239
H5 1.7202 1.1049 -1.1516
H6 -1.1149 -1.9323 1.3429
H7 1.7710 -0.7286 -1.1906
O1 -0.6907 1.2757 -0.3447
O2 0.3403 -0.5725 0.7300

Model x:
# C3H7O2

A gas-phase ion, C3H7O2 (charge -1) (wB97M-V/def2-TZVPD, OMol25).

Output
Total charge: -1
Kohn-Sham gap: 6.37 eV
HOMO: -2.4 eV
Spin multiplicity: 1
SMILES: [O-]CCCO

CARTESIAN COORDINATES (ANGSTROEM)
O1 0.5934 2.4033 -0.4406
H1 -1.0592 1.4904 0.4686
H2 0.4159 1.3211 1.3770
C1 0.2512 -0.0127 -0.2398
H3 1.3294 -0.1281 -0.4046
O2 -0.4612 -2.3936 -0.2015
H4 -0.1620 -0.0558 -1.2770
C2 -0.3770 -1.1722 0.5330
H5 -1.3376 -0.8947 0.9613
H6 0.3628 -1.3042 1.3404
C3 0.0684 1.4679 0.3113
H7 -0.2086 -2.1184 -1.0968

Most stable one: model w, least stable one: model x.

Model w:
# C3H7O2

A gas-phase ion, C3H7O2 (charge -1) (wB97M-V/def2-TZVPD, OMol25).

Output
Total charge: -1
Kohn-Sham gap: 7.12 eV
HOMO: -2.6 eV
Spin multiplicity: 1
SMILES: CO[C@H](C)[O-]

CARTESIAN COORDINATES (ANGSTROEM)
H1 -0.1566 1.1831 1.8805
C1 -0.5664 -0.3121 -0.4389
H2 -1.2039 -1.2340 -0.5153
O1 0.1249 -0.6087 0.8792
H3 1.3256 0.2458 2.2697
H4 0.1446 -0.6994 -2.4948
H5 1.2780 -1.2181 -1.1988
C2 0.6334 0.5477 1.4753
H6 1.1569 1.1914 0.7607
C3 0.5556 -0.4500 -1.5156
O2 -1.2128 0.8165 -0.4567
H7 1.0951 0.5028 -1.5671

Model x:
# C3H7O2

3 unconnected molecules or ions with the total composition C3H7O2 (wB97M-V/def2-TZVPD, OMol25).

Output
Total charge: -1
Kohn-Sham gap: 5.56 eV
HOMO: -2.0 eV
Spin multiplicity: 1

CARTESIAN COORDINATES (ANGSTROEM)
C1 -1.4300 2.3999 0.2830
H1 -0.9863 0.3448 -0.2062
H2 6.8427 -4.2687 1.1793
O1 2.7168 -1.6756 -0.2240
H3 0.7053 -1.9077 -0.2871
C2 -1.7793 1.0646 0.1058
C3 1.5973 -1.2679 -0.3235
H4 1.3313 -0.2076 -0.4935
H5 6.6545 -4.5056 1.8291
O2 -2.9424 0.6676 -0.1946
H6 -0.5597 2.7218 0.8510
H7 -2.1225 3.1954 0.0330

Most stable one: model w, least stable one: model x.

Model w:
# C3H7O2

A gas-phase ion, C3H7O2 (charge -1) (wB97M-V/def2-TZVPD, OMol25).

Output
Total charge: -1
Kohn-Sham gap: 6.49 eV
HOMO: -2.4 eV
Spin multiplicity: 1
SMILES: [O-]CCCO

CARTESIAN COORDINATES (ANGSTROEM)
H1 1.3147 2.0393 1.1650
H2 0.1470 0.2289 1.8122
C1 -0.0882 0.6736 0.7125
H3 1.0631 0.6792 -1.1941
H4 -1.2480 0.5640 0.3871
O1 -1.2193 -1.6760 -0.4183
C2 -0.1018 -1.3116 -0.9731
H5 1.6143 -0.3625 0.0197
C3 0.6945 0.0161 -0.3679
H6 -0.0694 -1.0440 -2.0294
O2 0.3914 2.1373 0.9881
H7 0.7744 -2.0633 -0.9478

Model x:
# C3H7O2

A gas-phase ion, C3H7O2 (charge -1) (wB97M-V/def2-TZVPD, OMol25).

Output
Total charge: -1
Kohn-Sham gap: 6.34 eV
HOMO: -2.4 eV
Spin multiplicity: 1
SMILES: [O-]CCCO

CARTESIAN COORDINATES (ANGSTROEM)
H1 0.6882 -0.2145 -0.9324
C1 0.3569 0.2537 0.0061
H2 0.0394 -0.4781 2.0924
H3 1.0390 -2.1635 0.0296
O1 1.0973 -1.9010 0.9419
H4 1.1585 0.9722 0.2142
O2 -0.7069 1.7525 -1.5739
C2 -0.9279 1.0364 -0.4909
H5 -1.6796 0.1869 -0.5926
H6 -0.8159 -1.2953 0.8452
H7 -1.3353 1.5054 0.4680
C3 0.1454 -0.7930 1.0571

Most stable one: model x, least stable one: model w.

Model w:
# C51H52AsF9N4O2PS6Sc

A molecular structure, C51H52AsF9N4O2PS6Sc (wB97M-V/def2-TZVPD, OMol25).

Output
Total charge: -2
Kohn-Sham gap: 4.00 eV
HOMO: -0.7 eV
Spin multiplicity: 1

CARTESIAN COORDINATES (ANGSTROEM)
H1 2.9651 -6.5489 1.2876
O1 -1.2011 0.5199 -1.1500
H2 -0.9189 5.0203 3.2487
C1 -4.9810 -0.2744 5.0880
H3 0.5166 0.1233 -2.5356
C2 -2.2223 -3.6453 2.1598
C3 2.7801 -5.5090 0.9867
N1 1.2781 -2.1545 -1.3581
H4 1.7655 1.8802 2.0581
H5 -2.8773 1.1890 5.8959
C4 -3.0973 2.3431 -3.5186
H6 3.0414 -7.2196 -1.1612
C5 -3.3543 4.2276 1.6259
C6 3.2497 0.0872 -0.6771
C7 1.5666 2.8146 2.5764
H7 -0.0398 -3.6510 0.3700
N2 -1.9677 0.7039 -2.2240
Sc1 0.1087 -0.7572 -0.2333
C8 1.3679 -0.0712 -4.4295
C9 3.4343 5.2290 4.7974
H8 -4.1860 -2.3769 -0.6836
H9 -4.5772 -3.7215 0.4341
H10 3.4859 -3.1321 0.0482
C10 0.2938 3.3856 2.5454
C11 -4.0190 0.2679 2.8432
H11 0.0483 2.1236 -0.9891
C12 1.2777 -5.2596 0.8948
H12 -3.7805 3.4964 2.3001
H13 -3.3461 3.3814 -3.6803
H14 -4.3018 -2.0688 1.0848
C13 3.5299 -2.8812 -5.7565
C14 4.4584 0.7183 -0.8764
C15 1.0344 -3.8163 0.4367
H15 1.5012 2.0753 -4.5916
H16 -1.2322 2.3672 4.4883
F1 3.4444 4.7920 6.0750
H17 1.2439 -4.4162 -2.9391
C16 2.4118 -2.4757 -3.5622
C17 -2.9457 1.1335 4.8169
C18 2.6775 -2.0266 -4.8497
H18 -4.1806 1.5493 -5.2145
H19 4.4663 -3.1591 -5.2675
H20 3.1870 3.7603 -1.6237
H21 -0.5349 4.9581 -0.0668
H22 -3.5394 -0.7845 -4.7402
H23 4.4906 -5.3868 -0.3226
H24 5.3747 0.1596 -0.7532
P1 -0.9702 2.5706 1.4847
C19 1.6243 -3.5360 -0.9518
H25 0.6777 1.2946 -5.9485
S1 1.2655 -3.6843 4.0686
C20 1.1177 -0.5305 -3.1520
H26 -2.7278 -4.6065 2.2662
C21 -4.4624 7.4334 -0.0020
C22 2.3450 4.5909 3.9904
C23 -2.3851 -0.3549 -3.0030
H27 -4.8008 -0.3265 2.3906
C24 2.1530 -0.8252 -5.3001
C25 3.1404 -3.7734 -0.7710
C26 0.9586 -4.5634 -1.8993
C27 -4.1246 5.3137 1.2431
S2 2.2548 -0.7144 2.0889
N3 2.0591 0.7106 -0.7724
H28 3.0141 -3.8079 -6.0218
F2 -4.9093 8.1217 1.0726
H29 -1.8877 6.8917 -0.7425
N4 0.8483 2.6106 -1.3742
O2 -1.6418 -1.7718 0.4985
H30 3.7711 -2.3536 -6.6810
S3 4.6022 -2.9706 2.9895
F3 -4.4381 -0.9120 6.1401
H31 -0.1397 1.4799 -4.3899
F4 -5.7257 -1.1767 4.4160
H32 -3.0992 0.7924 0.9757
C28 -3.9525 0.3813 4.2221
C29 0.8193 1.2651 -4.8660
F5 -5.5667 7.0408 -0.6760
H33 -1.8972 2.6960 -1.7554
C30 -3.2074 0.0239 -4.1054
C31 4.4508 2.0697 -1.1952
H34 0.8977 6.0851 4.5206
C32 -3.0800 0.9146 2.0538
H35 3.2097 -0.9597 -0.4253
H36 2.8530 -3.4185 -3.2865
S4 0.2335 -0.2988 2.1685
C33 -3.6020 6.2747 0.3905
S5 -1.9245 -1.9378 -2.6937
H37 -0.4229 -6.1170 -0.1575
H38 3.2223 -4.8591 1.7449
H39 3.2311 -5.9878 -2.4149
C34 1.2789 -5.9976 -1.4774
C35 1.0815 5.1676 3.9766
C36 -2.0459 4.0667 1.1631
H40 5.3785 2.6096 -1.3443
C37 -2.0267 1.7961 4.0249
H41 -2.6880 -2.8688 2.7676
C38 -2.3041 6.1442 -0.0807
F6 -3.8189 8.3168 -0.7886
F7 -5.8537 0.6314 5.6033
C39 0.0635 4.5641 3.2581
H42 2.3536 -0.4752 -6.3083
C40 -3.5550 1.3164 -4.3614
H43 0.8587 -7.2745 0.2328
S6 -2.2829 -3.1367 0.4456
H44 -0.1232 -4.3877 -1.8527
H45 1.4449 -3.1301 1.1836
C41 2.5878 3.4124 3.3013
H46 3.5666 2.9507 3.3204
H47 0.8550 3.5861 -1.1218
F8 4.6571 4.9868 4.2956
C42 -2.0947 1.7042 2.6373
C43 -2.3069 1.9946 -2.4674
C44 -4.0288 -2.7864 0.3128
C45 0.6665 -6.2466 -0.0988
C46 2.0641 1.9936 -1.1306
C47 1.6027 -1.7642 -2.6445
C48 -1.5492 5.0482 0.3021
H48 0.8505 -6.6924 -2.2104
H49 -1.1675 -3.7282 2.4460
F9 3.2964 6.5755 4.8615
C49 3.4080 -5.2343 -0.3800
C50 2.8016 -6.1817 -1.4229
C51 3.2453 2.7172 -1.3382
H50 3.7227 -3.5098 -1.6544
H51 -5.1365 5.4184 1.6164
H52 0.8423 -5.3744 1.8896
As1 2.8753 -2.2573 4.0470

Model x:
# C51H52AsF9N4O2PS6Sc

A molecular structure, C51H52AsF9N4O2PS6Sc (wB97M-V/def2-TZVPD, OMol25).

Output
Total charge: -2
Kohn-Sham gap: 5.13 eV
HOMO: -1.7 eV
Spin multiplicity: 1

CARTESIAN COORDINATES (ANGSTROEM)
H1 -2.5014 1.6960 5.2988
C1 -0.8949 -2.6735 5.6773
H2 2.9630 -2.5458 -0.8126
H3 0.7692 3.7063 -7.8363
H4 -0.2886 -4.2197 -4.7616
C2 -0.9385 -2.9470 4.3179
C3 1.0227 -6.0922 -0.0703
S1 2.2019 1.9020 2.3132
O1 -0.6908 0.3543 -0.9145
C4 0.8679 6.8469 -1.4051
H5 1.9754 -1.1978 -4.9541
C5 -0.4942 6.2422 -1.0406
H6 0.0030 4.8130 -6.6867
C6 0.0784 -1.4425 7.6228
F1 -6.9398 -2.3447 1.6135
C7 0.8538 -1.4032 3.9353
C8 0.5944 -4.1802 1.3544
C9 -1.5717 1.7753 4.7535
C10 0.9737 0.6970 -5.1788
C11 0.5763 5.0220 0.8589
C12 0.8033 1.0415 -3.8539
C13 -2.5809 -4.2522 1.4952
H7 -1.7033 2.0624 -3.6254
H8 -3.9261 1.5797 -0.7724
H9 1.1115 1.4285 -7.2089
F2 -6.6727 -3.9530 0.1848
C14 -2.8495 -1.8774 1.4489
H10 -0.4468 -4.6072 -0.4881
H11 1.8976 -4.0043 3.0497
H12 -4.8726 -1.1450 1.3963
C15 0.9667 1.6918 -6.1637
C16 0.8121 1.9017 3.2444
H13 -4.4010 -5.3943 1.4477
C17 2.3496 -5.7520 1.9034
O2 -0.2463 0.4805 1.7258
C18 0.6108 2.3782 -3.4136
H14 -2.0408 -2.9334 -3.4745
H15 0.9887 7.8169 -0.9050
F3 3.8983 -7.8977 1.1963
N1 0.6607 -2.2364 -1.5629
H16 -0.4313 6.9396 1.0131
C19 0.6730 2.5702 4.4972
S2 2.7840 -1.3668 1.1150
C20 1.5735 -3.0038 -2.1910
F4 0.3120 -0.1385 7.8592
H17 -1.2909 6.9392 -1.3244
H18 3.1678 -6.0527 2.5454
F5 1.0685 -2.1287 8.2412
H19 0.5069 4.4001 -4.2216
H20 -1.5175 5.5679 0.7461
H21 -2.3883 -0.8952 1.4038
F6 3.1138 -7.8531 -0.8265
S3 5.5145 -1.4456 -1.1677
H22 2.0856 6.5711 1.0794
H23 1.5462 -0.8987 3.2671
C21 1.9328 5.6385 0.5210
H24 2.0411 -4.2402 -3.9027
C22 -3.9598 -4.4028 1.4534
C23 -2.0024 -2.9843 1.5044
H25 -1.5766 -3.1707 6.3549
H26 1.2001 3.0274 0.3500
H27 -0.5440 3.2623 0.3820
N2 2.7757 -3.1399 -1.6174
S4 -1.5577 1.5882 -1.2774
C24 -0.6880 4.9162 -1.7934
N3 -0.2932 1.1892 2.8392
H28 0.5258 4.8083 1.9292
H29 2.9596 6.3357 -1.2439
H30 1.4258 -0.8561 -6.6059
F7 -6.6752 -4.3856 2.3025
C25 0.6296 3.3531 -4.4474
H31 0.8375 0.2581 -3.1117
C26 1.2548 -3.6953 -3.3929
F8 2.0069 -8.8572 0.7359
H32 0.8020 -6.6623 -0.9656
H33 3.5884 -3.3033 -2.1872
C27 -4.2301 -2.0176 1.4261
C28 -2.1585 1.3386 -2.9547
H34 -1.6426 4.4643 -1.5013
C29 0.8057 3.0182 -5.7888
H35 1.7598 4.6962 -6.7581
H36 -1.3081 -1.6633 -1.4849
C30 -1.0073 -2.9600 -3.1534
H37 1.9860 4.7196 -2.7918
C31 0.0151 -1.7460 6.1605
C32 -0.5961 -2.2560 -2.0444
C33 -6.2626 -3.4846 1.3843
Sc1 1.1431 0.2009 -0.0285
H38 1.5410 3.1169 4.8364
H39 -1.6668 -3.6638 3.9569
H40 -0.7434 5.1128 -2.8647
S5 5.5847 0.8166 1.5389
C34 0.4044 3.7133 0.0834
C35 -0.4750 2.5111 5.2354
H41 -1.9579 -5.1358 1.5465
C36 0.4531 3.9174 -1.4493
C37 2.7715 -7.7634 0.4748
H42 -0.5382 3.0196 6.1909
C38 1.6301 -4.5989 2.1848
H43 -2.9510 0.8551 0.5356
C39 -0.5448 5.9923 0.4707
H44 2.7250 4.9415 0.8074
C40 1.9928 5.8913 -0.9864
H45 0.2681 -1.3327 -5.3534
H46 2.5972 3.8479 -1.4048
C41 -3.1162 0.8781 -0.5447
H47 1.6139 -0.3970 5.6677
H48 0.9175 7.0260 -2.4865
P1 -0.2003 -2.5338 1.5760
H49 -2.2214 0.5328 3.1243
S6 3.1361 1.1992 -1.1083
C42 -0.0298 -3.6786 -3.8569
H50 -3.3527 -0.1280 -0.9116
H51 -1.8719 0.3253 -3.2552
F9 -1.0686 -1.7629 8.2619
C43 0.3148 -4.9374 0.2107
C44 0.8336 4.1174 -6.8264
C45 1.8346 4.5583 -1.7276
C46 1.1732 -0.7519 -5.5482
H52 -3.2412 1.4470 -2.9351
As1 4.3817 -0.1600 0.1078
N4 0.3366 2.5751 -2.0763
C47 -1.4367 1.1337 3.5582
C48 -0.0766 -2.3086 3.4225
C49 0.8993 -1.1222 5.2950
C50 -4.7823 -3.2871 1.4308
C51 2.0408 -6.4974 0.7812

Most stable one: model x, least stable one: model w.